# 1
Below is a molecular structure, C13H25AsN9OOsS2 at a distorted geometry, with properties calculated with ωB97M-V with the def2-TZVPD basis set.

```
! wB97M-V def2-TZVPD RIJCOSX def2/J DEFGRID3
* xyz 3 1
H 2.09579 1.47491 -2.47724
H 3.77233 -0.41436 -1.40863
H -0.79157 -1.54828 4.22967
H 4.04783 1.77188 2.16554
N -2.07922 4.01857 -0.09971
C -4.35205 -1.32147 1.28068
N -1.05313 2.27241 -0.54180
N 1.19585 0.42512 2.70291
H 4.05427 -1.38121 0.07533
H -5.29102 -1.72948 1.63028
H 0.77305 2.31690 -3.30370
C 3.84194 -1.41541 -0.99151
H 2.00697 -1.54740 -3.64424
H 3.25692 -4.62546 -1.03892
H -0.47747 0.27515 -2.82381
N -1.42819 3.06435 0.46894
H -2.23047 5.18325 1.47800
C -3.31951 -1.07168 2.17557
H 1.43554 0.81607 -3.99555
N 3.33430 1.23510 2.63096
N -2.19541 3.93025 -1.40718
H 0.96172 -2.97533 -3.37443
S 0.36043 -1.72433 -0.31534
H 3.42241 1.09897 3.62810
H 1.50375 -4.71338 -0.72617
C -1.54001 2.81563 -1.66653
As 2.23160 -2.39573 -1.30739
N -2.70578 4.99500 0.60439
H -1.44477 2.42942 -2.66268
H -0.26739 0.10483 4.54250
H -2.00263 -0.28221 4.44784
H -4.93598 -1.20954 -0.79155
S 2.04205 1.38031 0.30921
H -3.44415 -1.28460 3.22692
C -0.99265 -0.25252 2.57696
C -2.12641 -0.54839 1.70405
Os 0.01268 0.51183 0.01266
C 1.19867 1.34259 -3.07398
C 2.16877 0.97160 2.03822
C -1.01782 -0.49352 4.03724
O 0.28481 0.52309 -2.28660
C -2.93707 -0.52495 -0.46951
H 2.59899 -4.04881 0.52006
N -1.93815 -0.29203 0.38003
H -2.75220 -0.30769 -1.51357
C 2.41211 -4.14112 -0.54773
H -2.88321 5.79737 0.01104
C 1.93945 -2.53431 -3.19274
N 0.06623 0.21147 1.95588
H 4.63144 -1.96791 -1.50498
C -4.15929 -1.03677 -0.05951
H 2.71564 -3.17818 -3.60799
*
```

Its HOMO energy (spin up / spin down) is -17.43 / -17.44 eV. The HOMO-LUMO gap (spin up / spin down) comes out at 5.96 / 5.97 eV.

=====

# 2
Below is a molecular structure, C13H25AuCl2N3NbO3 at a distorted geometry, with properties calculated with ωB97M-V with the def2-TZVPD basis set.

```
! wB97M-V def2-TZVPD RIJCOSX def2/J DEFGRID3
* xyz 2 1
H 3.69752 1.87307 -0.07345
Nb -0.36702 0.22944 1.05030
N 1.60429 -0.67003 0.80324
C 2.74076 -0.29614 -1.39462
H 4.92338 -0.12061 0.40372
H -1.21393 -2.53656 -1.04883
Au 1.70254 -0.33817 2.69706
C -2.88612 1.07183 -1.48474
C -1.84710 0.16584 3.07696
H -3.02447 -1.38599 -2.59278
H -3.30334 1.55042 -2.38225
C -2.14668 -0.82091 -2.92410
H -3.66149 0.44603 -1.02419
H 0.21325 0.43859 -2.89031
C -0.74400 3.31101 0.31017
Cl -2.27229 -1.40786 5.20584
H 1.92082 1.95614 0.04850
H -2.79808 -1.81418 -0.59135
H 0.72919 -2.60580 1.11570
H -2.43416 -0.28557 -3.83881
H -3.67605 0.15747 4.12677
C -1.69227 0.20862 -1.88755
H -1.33461 -1.51054 -3.18035
C -1.71236 -1.79320 -0.40526
H -1.56677 -2.09500 0.64014
O -1.58110 -0.90894 2.43444
O -1.42455 1.26848 2.58466
H 4.16831 -1.73073 0.36906
C 2.78099 -0.05454 0.11198
H 2.44362 -2.61574 0.66237
C -2.61301 0.12495 4.38276
H 1.20532 -2.29249 -0.57931
H -2.59535 1.85524 -0.77735
N -0.30657 2.11043 0.35105
H -0.22714 1.83404 -1.86553
H 3.98242 -0.68720 1.80579
Cl -2.21223 1.56117 5.33250
H -1.05228 1.57638 -3.40762
C 4.04078 -0.69750 0.70784
H 1.82218 0.09255 -1.85183
H 3.59201 0.23482 -1.84569
C -0.61382 1.06546 -2.53698
H 2.84970 -1.35983 -1.64272
H 2.89588 1.60938 1.49525
N -1.17120 -0.44526 -0.66223
O -1.12665 4.41904 0.28525
C 1.47821 -2.12356 0.47332
C 2.81348 1.43596 0.41320
*
```

Its HOMO energy is -16.23 eV. The HOMO-LUMO gap comes out at 7.36 eV.

=====

# 3
Below is 3 unconnected molecules or ions with the total composition C13H25BFO7P, with properties calculated with ωB97M-V with the def2-TZVPD basis set.

```
! wB97M-V def2-TZVPD RIJCOSX def2/J DEFGRID3
* xyz 0 1
P 3.35701 1.62500 0.39197
C -0.65187 0.80488 1.05803
O 1.85731 0.29118 2.23373
H 0.72250 3.05385 0.70328
H -2.01073 0.29488 -1.90939
H -3.84236 -3.46387 3.40690
H -2.78256 -2.67846 1.11207
O -1.72838 0.29569 0.97426
B 0.66450 -1.04754 -0.17247
H -5.62050 -3.51978 3.50271
H 4.08560 -1.03000 1.97946
O -0.09305 -1.37448 -1.25820
C 0.89004 2.36050 1.53249
C 0.59209 0.48959 0.23555
H 5.48152 -1.43532 0.97672
C -0.89392 1.79835 -2.92819
C -3.74280 -2.21657 0.87461
H 0.08037 1.56397 -4.81861
H 3.36360 -0.72609 -0.32680
C -4.85592 -2.94071 1.58838
H -3.68951 -1.17806 1.20138
H 4.83378 0.15409 -0.74184
H 5.40439 0.12861 1.79548
H -3.91012 -2.25454 -0.19939
C 2.85182 2.12141 -1.30431
C 4.10594 -0.02414 0.05619
C 4.81129 -0.62691 1.27442
H -4.75440 -1.96182 3.49460
H 2.54138 1.27776 -1.92427
O -5.77164 -3.46029 0.99434
H 2.03563 2.84232 -1.26599
C -2.05746 1.37342 -2.07519
H 2.39401 0.75911 2.88658
O 1.46916 -1.98462 0.44632
C 1.69403 1.13270 1.10078
H 0.07039 -2.27288 -1.56976
H -3.01118 1.60264 -2.55255
H 1.04314 -2.51095 1.12742
H 0.44586 1.07018 -0.68544
H -0.75602 0.10491 -4.22488
C -4.76965 -2.97817 3.09710
O -0.05472 2.56979 -2.51587
H -1.69598 1.44038 -4.88317
H 3.70893 2.61225 -1.76692
O -0.38358 1.82296 1.91220
C -0.80356 1.19237 -4.30595
H -2.00713 1.88083 -1.11371
F 1.38275 3.02158 2.58595
*
```

The SMILES is CCP(C)[C@@]1(O)[C@H](F)OC(=O)[C@@H]1B(O)O.CC(C)=O.CC(C)=O. Its HOMO energy is -8.93 eV. The HOMO-LUMO gap comes out at 9.05 eV.